Record 1
Molecular formula: C16H42INO7PS
Method: DFT, the ωB97M-V functional and the def2-TZVPD basis

Each line ends with the Mulliken charge.
Element x y z (Å)
C 1.910 1.371 -1.667  -1.12
P 0.594 1.068 -0.471  0.48
O -0.259 -0.122 -1.150  -0.40
S -0.430 2.971 -0.868  0.19
C -2.130 2.790 -0.301  -0.86
C -2.992 1.676 -0.882  -0.39
C -3.356 1.851 -2.358  -0.92
I -5.353 1.215 -2.739  0.07
O -0.599 3.195 -2.456  -0.28
N -0.249 4.652 -3.022  0.46
O 0.559 5.160 -2.449  -0.14
H 2.382 2.341 -1.501  0.35
H 2.673 0.605 -1.521  0.36
H 1.565 1.324 -2.702  0.48
H -0.352 -0.087 -2.115  0.33
H -2.004 2.666 0.780  0.50
H -2.568 3.778 -0.454  0.47
H -2.535 0.703 -0.716  0.23
H -3.904 1.681 -0.282  0.44
H -3.296 2.881 -2.693  0.40
H -2.753 1.224 -3.007  0.37
C 1.843 -4.235 -0.435  -1.44
C 1.727 -3.311 0.764  0.53
C 0.283 -3.104 1.188  -1.08
O 2.356 -2.051 0.487  -0.45
H 1.314 -3.808 -1.293  0.30
H 2.887 -4.372 -0.716  0.34
H 1.409 -5.212 -0.223  0.41
H 2.294 -3.722 1.600  0.31
H -0.286 -2.647 0.372  0.19
H 0.226 -2.448 2.057  0.25
H -0.192 -4.052 1.443  0.41
H 1.892 -1.658 -0.259  0.21
C -8.105 -1.267 -1.393  -1.11
C -8.206 -1.091 0.114  0.37
C -9.637 -0.856 0.566  -1.23
O -7.359 -0.020 0.545  -0.52
H -8.452 -0.361 -1.900  0.26
H -7.067 -1.439 -1.681  0.24
H -8.707 -2.104 -1.746  0.38
H -7.810 -1.979 0.609  0.26
H -10.032 0.057 0.110  0.32
H -9.681 -0.738 1.648  0.32
H -10.284 -1.686 0.279  0.37
H -7.687 0.788 0.134  0.34
C 3.052 -1.423 3.699  -0.92
C 2.359 -1.397 5.052  0.42
C 3.346 -1.464 6.205  -1.35
O 1.405 -2.456 5.140  -0.54
H 3.613 -2.354 3.576  0.27
H 2.320 -1.372 2.895  0.03
H 3.749 -0.591 3.588  0.42
H 1.767 -0.484 5.136  0.26
H 3.916 -2.396 6.159  0.35
H 2.822 -1.437 7.160  0.33
H 4.052 -0.633 6.172  0.35
H 1.884 -3.290 5.083  0.35
C 6.493 2.549 -3.747  -1.33
C 5.832 2.491 -2.381  0.48
C 6.852 2.428 -1.258  -1.35
O 4.932 1.376 -2.306  -0.46
H 7.097 1.652 -3.911  0.36
H 5.745 2.600 -4.538  0.33
H 7.147 3.417 -3.831  0.38
H 5.197 3.371 -2.248  0.22
H 7.464 1.528 -1.356  0.36
H 6.357 2.393 -0.287  0.32
H 7.514 3.293 -1.279  0.39
H 5.458 0.575 -2.420  0.32

Results
Spin multiplicity: 1
Charge: +1
Lowest unoccupied orbital energy, eV: -4.81
Highest occupied orbital energy, eV: -11.78

=====

Record 2
Molecular formula: C28H34F7N7O3S
Method: DFT, the ωB97M-V functional and the def2-TZVPD basis

Each line ends with the Mulliken charge.
Element x y z (Å)
O -1.367 1.161 -0.882  -0.44
S -0.474 1.990 -1.598  1.21
O 0.544 2.714 -0.942  -0.56
F -1.326 3.000 -2.413  -0.24
N 0.216 1.216 -2.887  0.15
C 1.418 0.433 -2.496  -1.01
C 2.576 0.774 -3.427  -0.05
O 2.312 0.507 -4.780  -0.60
C 3.809 -0.045 -3.064  0.78
F 3.955 -0.122 -1.732  -0.27
F 4.918 0.504 -3.556  -0.28
F 3.721 -1.297 -3.532  -0.31
C -0.637 0.666 -3.927  0.73
F -0.430 1.337 -5.074  -0.28
F -0.345 -0.616 -4.139  -0.28
F -1.934 0.765 -3.622  -0.19
H 1.699 0.736 -1.492  0.59
H 1.191 -0.632 -2.480  0.36
H 2.852 1.822 -3.281  0.25
H 1.934 1.291 -5.189  0.42
C 0.298 3.814 2.081  -0.29
C -0.380 2.702 2.657  -0.19
C -0.309 2.839 4.017  -0.96
N 0.382 3.987 4.284  0.11
C 0.756 4.591 3.114  -0.85
H 0.407 4.001 1.030  0.58
H -0.865 1.901 2.124  0.58
H -0.699 2.225 4.811  0.38
H 0.590 4.332 5.203  0.18
H 1.320 5.508 3.115  0.40
C -4.693 5.142 4.405  -0.64
C -5.285 4.535 3.264  -0.46
C -4.268 4.224 2.398  -0.55
N -3.092 4.618 2.970  0.15
C -3.340 5.179 4.189  -0.33
H -5.203 5.514 5.279  0.41
H -6.333 4.358 3.094  0.42
H -4.290 3.775 1.418  0.47
H -2.178 4.495 2.567  0.22
H -2.536 5.556 4.799  0.37
C -5.800 2.803 -2.272  -0.64
C -6.914 2.454 -1.459  -0.41
C -6.424 1.846 -0.334  -0.61
N -5.061 1.813 -0.437  0.15
C -4.672 2.393 -1.613  -0.17
H -5.826 3.300 -3.227  0.42
H -7.953 2.633 -1.675  0.41
H -6.929 1.440 0.526  0.42
H -4.435 1.417 0.241  0.19
H -3.632 2.466 -1.872  0.23
C 0.465 -2.661 2.696  -0.66
C 0.509 -1.491 1.889  -0.39
C -0.785 -1.126 1.623  -0.50
N -1.608 -2.029 2.240  0.02
C -0.854 -2.966 2.895  -0.65
H 1.302 -3.217 3.083  0.45
H 1.391 -0.973 1.549  0.48
H -1.183 -0.310 1.045  0.55
H -2.610 -2.006 2.215  0.19
H -1.317 -3.763 3.450  0.53
C 8.353 -3.385 -5.105  -0.40
C 7.849 -2.740 -6.268  -0.51
C 6.557 -2.372 -6.001  -0.35
N 6.263 -2.769 -4.727  0.06
C 7.349 -3.387 -4.173  -0.48
H 9.338 -3.799 -4.970  0.39
H 8.375 -2.566 -7.192  0.38
H 5.827 -1.863 -6.607  0.38
H 5.381 -2.626 -4.270  0.21
H 7.319 -3.772 -3.169  0.36
C 1.474 -7.834 3.810  -0.40
C 1.194 -7.117 2.613  -0.41
C -0.052 -6.567 2.748  -0.56
N -0.535 -6.925 3.978  0.01
C 0.388 -7.696 4.631  -0.51
H 2.369 -8.386 4.039  0.39
H 1.836 -7.016 1.754  0.40
H -0.627 -5.953 2.077  0.48
H -1.432 -6.668 4.345  0.21
H 0.195 -8.078 5.619  0.38

Results
Energy above the lowest of the compared OMol25 structures with the same formula, charge and spin, eV: 0.000
Structure (SMILES): O=S(=O)(F)N(C[C@H](O)C(F)(F)F)C(F)(F)F.c1cc[nH]c1.c1cc[nH]c1.c1cc[nH]c1.c1cc[nH]c1.c1cc[nH]c1.c1cc[nH]c1
Spin multiplicity: 1
Charge: 0
Lowest unoccupied orbital energy, eV: 0.19
Highest occupied orbital energy, eV: -8.06

=====

Record 3
Molecular formula: C2H2N2O
Method: DFT, the ωB97M-V functional and the def2-TZVPD basis

Each line ends with the Mulliken charge.
Element x y z (Å)
O 0.690 1.913 0.201  -0.48
C -0.307 1.227 0.067  0.03
C -0.363 -0.327 0.119  -0.11
N 0.766 -1.017 0.090  0.48
N 1.331 -1.983 -0.058  -0.48
H -1.279 1.729 -0.089  0.33
H -0.839 -1.541 -0.331  0.24

Results
Energy above the lowest of the compared OMol25 structures with the same formula, charge and spin, eV: 4.417
Spin multiplicity: 1
Charge: 0
Lowest unoccupied orbital energy, eV: -0.62
Highest occupied orbital energy, eV: -9.28

=====

Record 4
Molecular formula: C16H9Cl3F6HgN3O5S3
Method: DFT, the ωB97M-V functional and the def2-TZVPD basis

Each line ends with the Mulliken charge.
Element x y z (Å)
Hg -0.464 -1.665 -0.091  2.08
F 0.548 2.013 2.721  -0.20
C 1.611 1.263 2.399  0.67
F 1.904 1.463 1.133  -0.15
F 2.642 1.708 3.142  -0.27
S 1.265 -0.501 2.882  0.84
O 0.011 -0.840 2.237  -0.44
O 1.236 -0.394 4.314  -0.74
N 2.536 -1.321 2.451  -0.55
S 2.931 -1.710 0.961  0.84
O 2.086 -1.125 -0.054  -0.48
O 3.446 -3.035 0.838  -0.63
C 4.521 -0.756 0.825  0.56
F 5.435 -1.278 1.664  -0.24
F 5.016 -0.862 -0.413  -0.23
F 4.416 0.541 1.116  -0.22
Cl -0.716 3.531 -0.708  -0.31
C -0.445 2.354 -1.984  0.59
C -0.264 2.804 -3.281  -0.93
C -0.091 1.875 -4.288  0.95
Cl 0.141 2.474 -5.927  -0.35
C -0.114 0.487 -4.049  -0.07
C -0.016 -0.512 -5.060  -1.05
C -0.115 -1.868 -4.681  -0.57
C -0.280 -2.203 -3.365  -0.72
N -0.345 -1.279 -2.370  -0.69
C -0.280 0.056 -2.700  0.95
C -0.435 0.997 -1.636  -0.95
O -0.616 0.603 -0.389  -0.60
H -0.265 3.863 -3.501  0.40
H 0.121 -0.222 -6.092  0.35
H -0.062 -2.653 -5.427  0.35
H -0.376 -3.237 -3.052  0.42
S -3.071 -1.793 0.419  -0.47
C -3.032 -0.657 1.685  0.30
N -2.709 0.634 1.402  0.15
C -2.593 1.571 2.355  -0.25
C -2.893 1.302 3.656  -0.49
C -3.292 -0.002 3.993  -0.12
C -3.373 -0.959 3.026  -0.74
H -2.123 0.772 0.516  0.20
H -2.237 2.533 2.013  0.36
H -2.798 2.075 4.405  0.38
H -3.513 -0.251 5.024  0.34
H -3.641 -1.979 3.259  0.37
Cl 0.294 -3.816 0.630  -0.65

Results
Energy above the lowest of the compared OMol25 structures with the same formula, charge and spin, eV: 0.618
Spin multiplicity: 2
Charge: -2
Lowest unoccupied orbital energy (alpha / beta), eV: 4.40 / 4.40
Highest occupied orbital energy (alpha / beta), eV: 0.61 / -1.68

=====

Computed largest force on an atom, in the same sequence as the records: 1.0 0.5 5.3 1.3 eV Å⁻¹.
Computed total energy, in the same sequence as the records: -61310.8156 -76017.1759 -7129.4262 -122001.3360 eV.